The following is a quantum chemistry calculation of a structure of composition C26H45BiF3O2P2, from OMol25.

```
79
Properties=species:S:1:pos:R:3:forces:R:3
Bi -0.485958 0.125662 0.277067 2.90 2.07 1.44
C 2.632699 0.173908 1.599029 -0.49 1.31 -0.47
C 2.940549 0.327336 0.211579 -0.23 1.09 0.85
C 1.956038 2.286097 0.936479 -0.57 -0.39 -2.93
C 2.056833 1.396864 2.057191 -0.42 -3.04 0.28
C 2.531783 1.636223 -0.191309 -0.32 -0.63 1.04
C 2.854034 -1.040959 2.415442 0.33 -0.29 0.27
H 2.716521 -1.951434 1.809286 0.11 0.15 0.25
H 2.151846 -1.076776 3.263735 0.34 -0.10 -0.19
H 3.886245 -1.039679 2.806787 -0.38 -0.32 0.05
C 1.684858 1.740918 3.445568 -0.12 0.17 0.30
H 1.654862 0.854190 4.086701 0.10 0.20 -0.06
H 0.704234 2.235650 3.475612 0.36 -0.06 0.06
H 2.418271 2.447182 3.868564 -0.18 -0.15 -0.01
C 1.411454 3.658925 0.957853 -0.04 0.50 0.26
H 2.220465 4.374142 1.187027 -0.30 -0.03 -0.02
H 0.614347 3.756865 1.711081 0.46 0.08 -0.31
H 0.995899 3.930244 -0.021945 0.18 0.04 0.19
C 2.712330 2.217579 -1.540874 0.17 0.38 -0.36
H 3.732703 2.633933 -1.624602 -0.43 -0.02 -0.26
H 1.982830 3.027797 -1.715430 0.41 -0.25 -0.08
H 2.584266 1.456477 -2.325272 0.06 0.29 0.10
C 3.576663 -0.696574 -0.650284 0.09 -0.17 -0.31
H 4.659400 -0.758229 -0.445560 -0.32 -0.12 -0.16
H 3.427049 -0.462252 -1.714868 0.24 -0.07 0.39
H 3.133001 -1.688587 -0.473916 0.24 0.11 0.01
C -0.745041 -2.596392 -1.596777 0.50 -0.43 0.29
C 0.521202 -2.874341 -1.232660 -0.71 0.14 0.07
C 1.505576 -3.570616 -2.130460 0.46 -0.36 0.26
C 2.099506 -2.778238 -3.331714 0.55 0.08 -0.25
C 1.619750 -1.364831 -3.546631 -0.27 0.09 -0.44
C 0.358292 -1.069979 -3.885704 0.33 -0.14 -0.15
C -0.680414 -2.130148 -4.164694 -0.25 0.14 -0.34
C -1.301922 -2.891342 -2.960201 -0.68 -0.10 0.04
H 1.061704 -4.503766 -2.515406 0.01 0.32 0.17
H 1.923781 -3.371954 -4.247893 0.04 0.31 0.27
H 2.356686 -3.878455 -1.498594 -0.39 -0.01 -0.26
H -1.254856 -3.975462 -3.165611 0.04 0.35 0.16
H -1.507406 -2.216294 -0.895296 0.61 -0.11 -0.04
H 0.904961 -2.666719 -0.221435 -0.43 0.06 -0.27
H -2.376304 -2.642912 -2.921970 0.35 -0.22 -0.08
H -1.509017 -1.633470 -4.702796 0.39 -0.37 0.09
H 0.051045 -0.050330 -4.135810 0.35 -0.20 0.17
H -0.256500 -2.883937 -4.851682 -0.09 0.38 0.17
H 3.196150 -2.733283 -3.205707 -0.49 -0.12 -0.08
H 2.408133 -0.604949 -3.553966 -0.53 -0.03 0.16
P -1.231323 -1.537388 2.326845 -0.74 0.07 0.81
C -0.899542 -0.917117 4.004699 0.22 0.21 0.18
H -1.562147 -1.441002 4.709927 0.23 0.08 -0.18
H -1.116952 0.155763 4.055731 0.05 -0.30 -0.03
H 0.148699 -1.075131 4.292066 -0.32 -0.01 -0.10
C -3.048185 -1.504601 2.282288 -0.30 -0.23 0.03
H -3.438732 -1.998152 3.186359 0.00 0.12 -0.35
H -3.412917 -2.025487 1.387083 0.02 0.04 0.23
H -3.403101 -0.465065 2.255082 0.19 -0.29 0.06
C -0.757402 -3.292333 2.412290 0.12 -0.19 -0.18
H -1.035459 -3.809222 1.482630 0.04 0.10 0.29
H -1.263069 -3.763000 3.272977 0.19 0.16 -0.35
H 0.333541 -3.377693 2.537453 -0.37 0.05 0.01
P -1.833265 1.836224 -1.319679 -0.83 0.47 -0.18
C -0.884790 2.531247 -2.709118 0.12 0.08 -0.08
H -1.581598 2.713485 -3.546022 0.29 0.02 0.34
H -0.120447 1.816522 -3.034376 -0.11 0.18 0.07
H -0.396028 3.468061 -2.413913 -0.11 -0.24 -0.09
C -3.102631 0.856565 -2.178775 -0.23 -0.18 -0.02
H -2.653716 0.300549 -3.018454 -0.14 0.23 0.29
H -3.887413 1.530020 -2.544437 0.11 -0.23 -0.08
H -3.545684 0.132695 -1.483326 -0.02 0.18 -0.18
C -2.725892 3.237726 -0.563010 -0.06 0.11 0.01
H -3.158066 3.856707 -1.368827 0.13 -0.21 0.34
H -2.038266 3.849793 0.042930 -0.19 -0.24 -0.24
H -3.530152 2.867671 0.093136 0.31 0.08 -0.27
F -3.593115 3.678050 3.784882 0.51 -0.99 -0.52
C -3.248798 2.469320 3.302049 -1.09 -0.05 0.63
F -3.263327 1.588230 4.353959 0.06 0.57 -0.83
F -4.246359 2.077901 2.446599 0.73 0.23 0.54
C -1.857854 2.420221 2.608766 0.99 0.71 -0.29
O -1.058280 3.321572 2.834557 -1.25 -1.01 -0.17
O -1.716279 1.369784 1.867692 -0.55 -0.06 0.06
```
Forces are in eV/Å.

Output
Highest occupied orbital energy: -9.377 eV
LUMO energy: -5.008 eV
Energy: -2364.7752 Ha
Total charge: +1
Relative energy (zero: lowest compared OMol25 entry of this formula, charge and spin): 0.0 kJ/mol
Spin multiplicity: 1

For reference, the Mulliken charges in units of e are:
1 Bi 1.073
2 C -0.022
3 C 0.699
4 C 0.724
5 C 0.970
6 C -0.054
7 C -1.403
8 H 0.279
9 H 0.279
10 H 0.321
11 C -1.138
12 H 0.417
13 H 0.008
14 H 0.318
15 C -1.185
16 H 0.333
17 H 0.233
18 H 0.261
19 C -1.304
20 H 0.296
21 H 0.329
22 H 0.165
23 C -0.888
24 H 0.353
25 H 0.239
26 H 0.035
27 C -0.149
28 C 0.296
29 C -1.312
30 C -1.315
31 C -0.456
32 C -0.346
33 C -1.146
34 C -1.200
35 H 0.500
36 H 0.487
37 H 0.414
38 H 0.386
39 H 0.603
40 H 0.285
41 H 0.325
42 H 0.451
43 H 0.680
44 H 0.411
45 H 0.316
46 H 0.858
47 P 1.230
48 C -1.038
49 H 0.540
50 H 0.059
51 H 0.336
52 C -1.186
53 H 0.440
54 H 0.389
55 H 0.161
56 C -1.313
57 H 0.369
58 H 0.451
59 H 0.339
60 P 0.923
61 C -1.109
62 H 0.492
63 H 0.004
64 H 0.429
65 C -1.319
66 H 0.263
67 H 0.477
68 H 0.349
69 C -1.319
70 H 0.533
71 H 0.323
72 H 0.284
73 F -0.248
74 C 0.623
75 F -0.248
76 F -0.270
77 C -0.262
78 O -0.741
79 O -0.389